Computed, not measured: a molecular structure, C37H20N9SeZr in a non-equilibrium geometry, with ωB97M-V/def2-TZVPD.

ORCA input file:
```
! wB97M-V def2-TZVPD RIJCOSX def2/J DEFGRID3
* xyz 1 1
Zr -0.087 0.202 0.369
Se 0.085 0.505 2.942
N 0.883 -2.517 -1.516
N -1.891 1.227 0.178
N -1.153 3.457 0.719
N 0.767 2.096 0.198
N -1.037 -1.195 -0.886
N -3.333 -0.590 -0.448
N 3.063 1.418 -0.033
N 1.109 -3.842 1.429
N 1.624 -0.395 -0.667
C 3.398 5.876 0.325
C -4.217 3.941 0.958
C -0.501 -2.145 1.936
C 3.871 -0.849 -0.534
C -2.476 -5.322 -2.350
C 1.819 -1.682 -1.117
C -0.143 -3.412 1.473
C 2.073 -3.016 1.829
C -3.119 0.637 -0.021
C 1.844 -1.714 2.248
C -3.711 -4.791 -1.959
C -6.248 2.700 0.488
C 1.006 5.715 0.704
C -3.504 2.793 0.648
C 5.300 -3.140 -1.079
C 0.135 3.280 0.503
C 2.162 6.469 0.598
C 0.522 -1.270 2.332
C -2.393 -1.428 -0.850
C -1.415 -3.295 -1.744
C -3.822 -3.504 -1.464
C -2.656 -2.757 -1.361
C 3.230 -1.991 -1.049
C 2.365 3.746 0.276
C -1.310 -4.584 -2.250
C -5.539 1.550 0.184
C -2.081 2.534 0.564
C 2.843 0.152 -0.344
C 1.120 4.343 0.533
C 5.938 -2.006 -0.561
C -4.156 1.606 0.272
C 3.518 4.506 0.161
C -0.413 -2.303 -1.421
C 5.237 -0.846 -0.283
C -5.598 3.877 0.873
C 3.940 -3.151 -1.331
C 2.122 2.326 0.114
H 3.435 -4.027 -1.715
H 0.045 6.168 0.906
H 5.725 0.032 0.120
H 2.654 -1.080 2.583
H 5.887 -4.026 -1.279
H 3.080 -3.417 1.801
H 7.003 -2.039 -0.373
H -4.776 -3.092 -1.164
H -6.188 4.753 1.103
H -0.349 -4.982 -2.545
H -6.039 0.636 -0.108
H 4.469 4.035 -0.053
H -2.437 -6.333 -2.733
H -3.703 4.846 1.253
H 2.108 7.542 0.723
H -7.327 2.691 0.417
H 4.275 6.502 0.227
H -1.539 -1.884 2.108
H -4.599 -5.405 -2.041
H -0.900 -4.133 1.182
*
```

Values from the calculation:
**Molecular weight**: 760.8 u
**Gap between HOMO and LUMO**: 0.1666 hartree
**Energy relative to the best compared isomer or geometry (same formula, charge and spin)**: 0.0 kJ/mol
**Electronic energy**: -4363.28098 Ha